Record 1
Density functional theory data (ωB97M-V with the def2-TZVPD basis set) for C5H11NO in the gas phase.

Element x y z (Å)
C  -0.370  0.387  1.550
N  -0.704  -0.345  0.337
C  -1.881  0.274  -0.298
C  1.323  0.782  -0.741
C  0.396  -0.434  -0.641
C  1.143  -1.714  -0.284
O  2.173  -1.738  0.329
H  0.339  1.200  1.422
H  -1.264  0.867  1.958
H  -0.083  -0.271  2.372
H  -2.073  -0.233  -1.246
H  -1.784  1.357  -0.336
H  -2.786  -0.072  0.215
H  2.002  0.574  -1.546
H  2.117  0.767  0.012
H  0.802  1.732  -0.753
H  0.009  -0.532  -1.650
H  0.641  -2.601  -0.701

Forces on atoms 1 to 2 (eV/Å):
-0.601 -0.168 0.887
-0.479 0.510 -0.909

## Properties
SMILES string: C[C@@H](C=O)N(C)C
Spin multiplicity: 1
ΔE to the lowest compared entry with this formula, charge and spin in eV: 2.177
E_HOMO in eV: -8.84

***

Record 2
Density functional theory data (ωB97M-V with the def2-TZVPD basis set) for a 2-piece molecular cluster, C2H8N4O overall.

Element x y z (Å)
C  0.899  -1.105  -0.684
C  0.785  2.027  0.371
N  0.654  0.590  0.389
N  -2.409  -0.710  -0.176
O  1.820  -2.014  -0.317
N  -0.385  -1.453  -0.486
N  -1.187  -0.420  -0.601
H  1.466  -2.508  0.438
H  0.241  0.273  1.269
H  1.208  -0.528  -1.546
H  -2.547  -1.505  0.444
H  -3.052  0.064  -0.195
H  -0.153  2.558  0.599
H  1.133  2.356  -0.611
H  1.526  2.375  1.106

Forces on atoms 1 to 2 (eV/Å):
1.311 2.592 0.366
1.286 -0.276 0.121

## Properties
Spin multiplicity: 1
ΔE to the lowest compared entry with this formula, charge and spin in eV: 6.077
E_HOMO in eV: -6.95